(1)
Molecular formula: HN3P2
Method: DFT, ωB97M-V/def2-TZVPD

Each atom is followed by the atoms it is bonded to, with distances in Å.
CARTESIAN COORDINATES (ANGSTROEM)
1 N 0.76 -1.21 -0.30  N2 1.203, N5 1.522
2 N -0.32 -1.12 0.22  N1 1.203, P3 1.689
3 P -0.90 0.34 0.84  N2 1.689, P4 2.227, H6 1.397
4 P 0.81 1.41 -0.10  P3 2.227, N5 1.562
5 N 1.52 0.09 -0.52  N1 1.522, P4 1.562
6 H -1.88 0.49 -0.15  P3 1.397

Computed properties:
LUMO	-1.127	eV
energy above the lowest of the compared OMol25 structures with the same formula, charge and spin	26.5	kcal/mol
HOMO level	-9.7	eV
charge	0
structure (SMILES)	N1=N[PH]#P=N1
Kohn-Sham gap	0.317	hartree
calculated total energy	-847.48354	Eh

---

(2)
Molecular formula: HNO2PS
Method: DFT, ωB97M-V/def2-TZVPD

Each atom is followed by the atoms it is bonded to, with distances in Å.
CARTESIAN COORDINATES (ANGSTROEM)
1 N 0.04 -0.33 1.46  S5 1.463
2 O -0.03 2.18 -0.46  P4 1.480
3 O 0.70 -1.55 -0.68  S5 1.502
4 P -1.03 1.11 -0.22  O2 1.480, H6 1.430
5 S 0.86 -1.34 0.80  N1 1.463, O3 1.502
6 H -0.55 -0.06 -0.89  P4 1.430

Computed properties:
LUMO	3.935	eV
energy above the lowest of the compared OMol25 structures with the same formula, charge and spin	32.4	kcal/mol
HOMO level	-4.0	eV
charge	-1
Kohn-Sham gap	0.290	hartree
calculated total energy	-945.38861	Eh

---

(3)
Molecular formula: HNO2S2
Method: DFT, ωB97M-V/def2-TZVPD

Each atom is followed by the atoms it is bonded to, with distances in Å.
CARTESIAN COORDINATES (ANGSTROEM)
1 N 1.29 -0.42 0.01  O2 1.176, O3 1.190
2 O 2.23 -0.09 -0.61  N1 1.176
3 O 0.87 -1.35 0.62  N1 1.190
4 S -1.78 0.74 0.63  S5 1.879, H6 1.315
5 S -0.33 1.26 -0.45  S4 1.879
6 H -2.27 -0.14 -0.21  S4 1.315

Computed properties:
LUMO (alpha / beta)	-1.416 / -1.144	eV
energy above the lowest of the compared OMol25 structures with the same formula, charge and spin	41.1	kcal/mol
HOMO level (alpha / beta)	-9.4 / -8.9	eV
charge	0
Kohn-Sham gap (alpha / beta)	0.292 / 0.286	hartree
calculated total energy	-1002.06330	Eh